(1)
DFT (ωB97M-V/def2-TZVPD) results for a cluster of 2 separate species, C4H4N2O2 in total.

XYZ file:
```
12
Properties=species:S:1:pos:R:3:mulliken_charge:R:1
C -2.8758 -0.0984 0.4716 -0.335
C 0.4032 0.0637 -0.8567 -0.002
C 1.6473 0.7955 -0.2561 0.475
C 2.4234 -0.4868 0.4503 0.071
H -2.6625 0.3661 1.4077 0.340
H -3.8787 -0.4151 -0.0456 0.250
H 0.1333 -0.6557 -1.7660 0.361
H 3.2003 -0.7258 1.6560 0.288
N -1.8207 0.0222 -0.5001 -0.376
N -0.6416 0.7711 -0.2205 -0.221
O 2.0439 1.8738 -0.0496 -0.413
O 2.0281 -1.5104 -0.2911 -0.438
```

Output
Energy above the lowest of the compared OMol25 structures with the same formula, charge and spin: 195.4 kcal per mole
E_HOMO: -9.50 eV
Electronic energy: -11280.06668 eV
LUMO level: -0.9 eV
Multiplicity: 1
Largest force on an atom: 8.0 eV/A
Molecular weight: 112.1 g/mol

***

(2)
DFT (ωB97M-V/def2-TZVPD) results for a structure of composition C24H33CoF6N7O8PS2.

XYZ file:
```
82
Properties=species:S:1:pos:R:3:mulliken_spin:R:1
Co -0.7275 -1.1212 -0.3998 2.754
C -3.6982 1.0045 -2.6435 0.002
C -2.8017 -0.0123 -2.0184 0.003
N -2.3425 0.0298 -0.8238 0.045
N -2.6641 1.0566 0.0138 0.015
C -1.8794 1.0382 1.0772 0.003
O -0.9128 0.2298 1.3081 0.129
C -2.1526 2.1274 2.0589 -0.008
C -3.4216 2.6960 2.1559 0.000
C -3.6619 3.7032 3.0739 0.002
C -2.6362 4.1606 3.8917 -0.001
C -1.3683 3.6111 3.7865 0.003
C -1.1294 2.5945 2.8725 0.001
C -2.3647 -1.2174 -2.7975 0.007
C -2.9612 -1.5629 -4.0015 -0.001
C -2.5633 -2.7354 -4.6307 0.001
C -1.5901 -3.5270 -4.0432 0.000
C -1.0352 -3.1062 -2.8410 0.010
N -1.4032 -1.9815 -2.2449 0.038
H -3.6866 1.9067 -2.0364 0.000
H -4.7291 0.6485 -2.7022 0.000
H -3.3649 1.2341 -3.6559 0.001
H -4.2111 2.3304 1.5156 0.000
H -4.6512 4.1344 3.1533 0.000
H -2.8282 4.9426 4.6147 0.000
H -0.5700 3.9584 4.4260 0.000
H -0.1435 2.1632 2.7672 -0.004
H -3.7284 -0.9359 -4.4289 0.000
H -3.0224 -3.0307 -5.5645 0.000
H -1.2639 -4.4520 -4.4950 0.000
H -0.2637 -3.6745 -2.3341 -0.001
C 1.7966 -4.4819 1.5223 0.003
O 0.3922 -4.2586 1.3878 -0.003
C -0.0094 -3.1611 0.7447 -0.013
O 0.7972 -2.4885 0.0333 0.042
H 1.9590 -5.5532 1.4261 0.001
H 2.1055 -4.1451 2.5122 0.000
H 2.3491 -3.9432 0.7572 -0.002
F -2.9029 -3.0801 3.3281 0.011
C -1.8690 -2.8382 4.1038 0.220
F -2.2789 -2.5478 5.3185 0.026
F -1.0452 -3.8592 4.1210 0.024
S -0.8638 -1.2830 3.3687 0.288
O -1.2138 -2.8415 0.8591 0.049
O 0.4527 -1.8093 3.0690 0.211
N -0.9964 -0.2087 4.4719 0.095
S -0.0209 -0.0904 5.7496 0.013
O 0.4883 -1.3725 6.1301 0.021
O -0.6437 0.7677 6.7012 0.011
C 1.4867 0.8488 5.1615 0.000
F 1.7395 0.6341 3.8703 -0.001
F 2.5403 0.4542 5.8703 -0.001
F 1.3255 2.1582 5.3419 0.000
C 3.1499 -1.4571 -2.1687 -0.001
N 2.5361 -0.3273 -2.8757 0.000
C 1.8706 -0.7611 -4.1041 -0.001
P 1.7135 0.7600 -1.9263 0.012
O 0.3814 0.3330 -1.4124 -0.011
N 2.7001 1.1214 -0.6605 0.000
C 2.4216 0.7181 0.7133 -0.002
C 4.0531 1.6001 -0.8759 0.000
N 1.5092 2.0464 -2.9422 0.001
C 0.5666 3.0749 -2.5159 -0.001
C 2.5397 2.5448 -3.8365 0.001
H 2.4021 -2.1508 -1.7740 0.000
H 3.7598 -1.1014 -1.3414 0.000
H 3.7995 -1.9875 -2.8665 0.000
H 1.1932 -1.6004 -3.9115 0.000
H 2.6208 -1.0785 -4.8309 0.000
H 1.2934 0.0565 -4.5313 0.000
H 1.4017 0.3643 0.8147 0.005
H 2.5534 1.5732 1.3799 0.000
H 3.1059 -0.0768 1.0272 0.001
H 4.2572 1.7360 -1.9357 0.000
H 4.7805 0.8814 -0.4834 0.000
H 4.2128 2.5542 -0.3666 0.000
H -0.1777 2.6494 -1.8470 0.001
H 0.0562 3.4829 -3.3907 0.000
H 1.0797 3.8938 -2.0013 0.000
H 3.2371 1.7516 -4.0947 0.000
H 3.0954 3.3759 -3.3879 0.000
H 2.0758 2.9095 -4.7566 0.000
```

Output
Energy above the lowest of the compared OMol25 structures with the same formula, charge and spin: 0.0 kcal per mole
E_HOMO (spin up / spin down): -8.20 / -8.14 eV
⟨S²⟩: 6.0140
Electronic energy: -137126.88170 eV
LUMO level (spin up / spin down): -0.4 / -2.6 eV
Multiplicity: 5
Largest force on an atom: 0.6 eV/A
Molecular weight: 815.6 g/mol

***

(3)
DFT (ωB97M-V/def2-TZVPD) results for a cluster of 4 separate species, CH10N2O3 in total.

XYZ file:
```
16
Properties=species:S:1:pos:R:3:mulliken_charge:R:1
N -1.3051 -1.4353 -0.1129 -0.511
C -1.5418 -0.5734 0.9506 -0.091
N -0.7820 0.3795 1.3187 -0.524
H -1.5632 -1.0170 -1.0105 0.351
H -0.3485 -1.7586 -0.1276 0.270
H -2.4615 -0.7193 1.5385 0.296
H -0.8710 0.6364 2.2873 0.163
H 0.0811 1.4394 0.1798 0.438
H 1.0700 2.3036 -0.7487 0.304
O 0.2161 1.8741 -0.6967 -0.708
H 3.0130 -0.9804 1.8377 0.314
H 4.3520 -1.5540 1.4721 0.319
O 3.8149 -0.7614 1.3480 -0.636
H -0.5218 0.2150 -3.0652 0.301
H -0.9132 0.9525 -1.8387 0.416
O -1.2407 0.2300 -2.4197 -0.699
```

Output
Energy above the lowest of the compared OMol25 structures with the same formula, charge and spin: 26.0 kcal per mole
E_HOMO: -9.87 eV
Electronic energy: -10321.45004 eV
LUMO level: 0.6 eV
Multiplicity: 1
SMILES: [H]/N=C/N.O.O.O
Largest force on an atom: 1.9 eV/A
Molecular weight: 98.1 g/mol

***

(4)
DFT (ωB97M-V/def2-TZVPD) results for a structure of composition C17H18BN7O3STi.

XYZ file:
```
48
Properties=species:S:1:pos:R:3:mulliken_charge:R:1
H -0.6080 3.1763 0.7080 0.626
N 0.0766 1.7449 -0.7250 0.381
B 0.7695 0.6678 -2.9402 0.046
N 0.6690 1.8956 -1.9792 -0.169
C 0.9074 3.1983 -2.2061 -0.002
Ti -0.1379 -0.2293 -0.2042 0.125
H 1.3741 3.5074 -3.1291 0.490
C 0.4576 3.9446 -1.1127 -1.123
H 0.5129 5.0148 -0.9887 0.437
C -0.0880 3.0072 -0.2220 -0.357
H 1.1119 1.0376 -4.0393 -0.015
C -1.8884 -1.9751 0.5463 -0.738
H -2.3311 -2.0154 1.5558 0.381
H -0.9245 -2.5071 0.5982 0.226
H -2.5439 -2.5333 -0.1353 0.461
N -0.6669 0.0533 -2.9922 -0.369
N 1.7304 -0.4060 -2.3721 -0.246
N -1.2920 -0.4200 -1.8414 0.624
N 1.4859 -0.9410 -1.1087 0.476
C -1.5065 -0.0778 -4.0299 -0.016
C 2.8110 -0.9958 -2.9035 0.010
H -1.2113 0.2314 -5.0141 0.489
H 3.1419 -0.7362 -3.8981 0.491
C -2.6998 -0.6666 -3.5765 -1.193
C 3.3191 -1.9333 -1.9932 -1.190
C -2.5286 -0.8803 -2.2083 -0.228
C 2.4595 -1.8855 -0.8897 -0.285
H -3.5586 -0.9191 -4.1583 0.444
H 4.1754 -2.5692 -2.1285 0.441
H -3.1989 -1.3387 -1.4977 0.561
H 2.4558 -2.4664 0.0148 0.616
H -1.8333 -0.8623 0.2330 0.499
O 1.0669 -2.3745 1.8127 -0.632
C 0.7768 -1.3380 2.4309 0.507
N 0.3145 -0.2049 1.7891 0.661
S 0.1198 1.1708 2.7605 0.750
O 1.1870 2.1058 2.5282 -0.520
O -1.2574 1.5950 2.6627 -0.574
C 0.4481 0.1992 4.2187 0.522
C 0.4028 0.6340 5.5441 -0.634
C 0.7156 -0.3065 6.5393 -0.542
C 1.0400 -1.6375 6.2054 -0.592
C 1.0644 -2.0468 4.8686 -0.558
C 0.8085 -1.0947 3.8824 -0.093
H 0.1239 1.6635 5.7674 0.474
H 0.6854 0.0013 7.5866 0.415
H 1.2640 -2.3619 6.9920 0.419
H 1.2681 -3.0728 4.5559 0.503
```

Output
Energy above the lowest of the compared OMol25 structures with the same formula, charge and spin: 0.0 kcal per mole
Charge: +2
E_HOMO: -15.21 eV
Electronic energy: -69107.54018 eV
LUMO level: -9.1 eV
Multiplicity: 1
Largest force on an atom: 3.4 eV/A
Molecular weight: 459.1 g/mol

***

- The highest largest force on an atom belongs to which entry?
  C4H4N2O2

***

- multiplicity of number 1 (C4H4N2O2)?
  1

***

- The highest largest force on an atom belongs to which entry?
  C4H4N2O2